[1]
Here is C39H44BFGaN10S4 as an isolated structure from OMol25. Energies are from ωB97M-V/def2-TZVPD.

Each line ends with the Löwdin charge.
Geometry (Å):
1 Ga 0.028 -0.447 0.070  0.342
2 C -4.964 -3.424 2.434  -0.016
3 C -4.084 -2.696 1.413  -0.541
4 C -4.845 -2.452 0.104  -0.017
5 C -2.866 -3.564 1.111  -0.077
6 N -3.748 -1.375 1.966  0.011
7 C -4.748 -0.463 2.205  -0.036
8 C -4.178 0.661 2.683  -0.038
9 N -2.828 0.461 2.742  0.024
10 B -1.908 1.598 3.201  -0.581
11 N -0.554 1.115 3.759  0.026
12 C -0.477 0.769 5.078  -0.035
13 C 0.818 0.550 5.382  -0.026
14 N 1.562 0.763 4.251  0.014
15 C 0.692 1.065 3.253  -0.616
16 S 1.090 1.329 1.604  0.766
17 C 3.031 0.627 4.277  -0.536
18 C 3.563 1.182 5.605  -0.031
19 C 3.697 1.426 3.160  -0.076
20 C 3.362 -0.865 4.160  -0.006
21 N -1.713 2.633 2.072  0.042
22 C -1.546 3.951 2.386  -0.031
23 C -1.487 4.663 1.239  -0.017
24 N -1.614 3.783 0.198  0.015
25 C -1.741 2.542 0.734  -0.622
26 S -2.023 1.108 -0.156  0.791
27 C -1.639 4.159 -1.226  -0.540
28 C -2.976 3.728 -1.834  -0.036
29 C -0.454 3.500 -1.937  -0.022
30 C -1.508 5.677 -1.372  -0.042
31 C -2.577 -0.782 2.296  -0.653
32 S -1.015 -1.451 2.253  0.766
33 H -5.216 -4.411 2.056  0.094
34 H -5.889 -2.890 2.627  0.079
35 H -4.430 -3.536 3.374  0.096
36 H -4.985 -3.393 -0.417  0.093
37 H -4.276 -1.782 -0.537  0.083
38 H -5.823 -2.015 0.277  0.079
39 H -3.217 -4.514 0.714  0.095
40 H -2.286 -3.763 2.007  0.061
41 H -2.221 -3.103 0.365  0.063
42 H -5.780 -0.670 2.017  0.124
43 H -4.621 1.588 2.980  0.130
44 H -2.468 2.168 4.083  0.130
45 H -1.345 0.699 5.698  0.132
46 H 1.250 0.246 6.309  0.121
47 H 3.294 2.230 5.715  0.100
48 H 4.647 1.101 5.604  0.094
49 H 3.205 0.637 6.471  0.073
50 H 3.293 2.435 3.111  0.086
51 H 3.559 0.960 2.191  0.011
52 H 4.764 1.486 3.358  0.093
53 H 2.999 -1.407 5.030  0.089
54 H 4.436 -1.009 4.093  0.094
55 H 2.902 -1.296 3.272  0.086
56 H -1.492 4.283 3.401  0.130
57 H -1.367 5.716 1.107  0.118
58 H -3.117 2.655 -1.757  0.023
59 H -3.004 4.008 -2.883  0.092
60 H -3.797 4.224 -1.322  0.095
61 H -0.528 2.419 -1.890  0.029
62 H 0.482 3.805 -1.472  0.098
63 H -0.437 3.802 -2.982  0.096
64 H -2.343 6.194 -0.904  0.091
65 H -1.521 5.919 -2.431  0.095
66 H -0.570 6.039 -0.958  0.090
67 S 3.444 1.288 -6.863  1.052
68 N 4.046 1.148 -5.375  -0.219
69 C 3.057 0.893 -4.530  -0.293
70 C 3.169 0.674 -3.120  -0.068
71 C 4.392 0.646 -2.444  0.037
72 C 4.391 0.339 -1.101  -0.002
73 C 3.175 0.090 -0.471  -0.132
74 N 2.010 0.166 -1.084  0.052
75 C 1.985 0.426 -2.395  -0.134
76 C 0.702 0.331 -3.066  -0.171
77 N -0.352 -0.017 -2.317  0.011
78 C -1.505 -0.255 -2.910  -0.138
79 C -1.694 -0.131 -4.284  -0.005
80 C -0.637 0.262 -5.076  0.036
81 C 0.600 0.494 -4.465  -0.072
82 C 1.794 0.812 -5.190  -0.293
83 N 1.899 1.019 -6.494  -0.220
84 H 5.300 0.837 -2.993  0.126
85 H 5.311 0.272 -0.544  0.117
86 H 3.136 -0.197 0.572  0.078
87 H -2.316 -0.561 -2.260  0.092
88 H -2.652 -0.371 -4.714  0.116
89 H -0.728 0.371 -6.146  0.126
90 F 1.921 -6.205 -1.542  0.065
91 C 1.476 -4.979 -1.208  -0.278
92 C 1.076 -4.720 0.089  -0.003
93 C 0.651 -3.444 0.423  -0.158
94 C 0.586 -2.424 -0.522  -0.217
95 C 0.983 -2.732 -1.821  -0.113
96 C 1.437 -3.991 -2.173  -0.004
97 H 1.107 -5.506 0.827  0.120
98 H 0.365 -3.260 1.450  0.029
99 H 0.953 -1.988 -2.602  0.080
100 H 1.766 -4.204 -3.179  0.119

Summary:
total charge = +1
energy above the lowest of the compared OMol25 structures with the same formula, charge and spin = 24.0 kcal/mol
spin multiplicity = 1
lowest unoccupied orbital energy = -2.99 eV
E_tot = -5702.425131 Ha


[2]
Here is C39H44N7O3Ti as an isolated structure from OMol25. Energies are from ωB97M-V/def2-TZVPD.

Each line ends with the Mulliken spin population.
Geometry (Å):
1 Ti 0.241 -0.049 0.007  0.409
2 C -2.495 -0.028 -2.271  0.004
3 N -2.046 1.031 -1.389  0.008
4 C -2.984 1.485 -0.382  0.004
5 C -2.575 1.017 0.982  0.007
6 N -1.520 0.276 1.259  0.027
7 C -1.617 -0.019 2.616  0.007
8 C -0.862 -0.850 3.441  -0.003
9 C -1.233 -0.950 4.765  0.000
10 C -2.337 -0.269 5.281  0.000
11 C -3.131 0.519 4.474  0.000
12 C -2.754 0.630 3.144  0.000
13 N -3.331 1.275 2.071  0.000
14 C -2.027 -1.351 -1.756  0.001
15 N -1.159 -1.492 -0.776  -0.049
16 C -1.008 -2.856 -0.597  0.001
17 C -0.253 -3.572 0.327  0.008
18 C -0.283 -4.948 0.235  0.001
19 C -1.054 -5.611 -0.725  0.000
20 C -1.849 -4.917 -1.616  0.000
21 C -1.805 -3.533 -1.543  -0.003
22 N -2.444 -2.536 -2.253  -0.001
23 H -3.591 -0.046 -2.390  0.000
24 H -2.071 0.133 -3.269  -0.004
25 H -1.716 1.809 -1.950  -0.010
26 H -3.045 2.580 -0.375  0.001
27 H -4.007 1.118 -0.579  0.000
28 H -0.033 -1.417 3.053  0.000
29 H -0.663 -1.584 5.424  0.000
30 H -2.585 -0.380 6.324  0.000
31 H -4.010 1.012 4.853  0.000
32 H -4.176 1.825 2.097  0.000
33 H 0.314 -3.062 1.095  0.000
34 H 0.293 -5.539 0.930  0.000
35 H -1.041 -6.689 -0.758  0.000
36 H -2.479 -5.428 -2.325  0.000
37 H -3.104 -2.671 -3.003  0.000
38 O 1.198 -0.612 1.363  -0.011
39 C 2.255 -1.286 1.764  0.014
40 C 2.641 -1.279 3.114  -0.004
41 C 3.713 -2.030 3.545  0.001
42 C 4.446 -2.793 2.646  -0.002
43 C 4.107 -2.800 1.311  0.002
44 C 3.009 -2.064 0.848  -0.003
45 C 2.570 -2.106 -0.525  0.017
46 N 1.510 -1.460 -1.023  -0.013
47 C 1.392 -1.854 -2.328  -0.003
48 C 2.392 -2.725 -2.631  0.002
49 N 3.127 -2.869 -1.494  -0.002
50 H 2.075 -0.677 3.808  0.000
51 H 3.981 -2.025 4.590  0.000
52 H 5.280 -3.379 2.994  0.000
53 H 4.699 -3.390 0.629  0.000
54 H 0.604 -1.498 -2.963  0.005
55 H 2.624 -3.239 -3.540  0.000
56 H 3.941 -3.456 -1.395  0.000
57 C 3.296 1.641 0.314  0.011
58 C 2.459 2.155 1.476  0.003
59 O 1.060 2.051 1.175  -0.001
60 C 0.268 2.921 1.994  0.012
61 C -0.109 4.185 1.232  -0.006
62 H 4.335 1.568 0.632  -0.001
63 H 3.232 2.327 -0.530  0.003
64 H 2.943 0.653 0.006  -0.007
65 H 2.715 3.206 1.665  0.001
66 H 2.678 1.573 2.387  -0.001
67 H 0.817 3.177 2.907  0.001
68 H -0.629 2.370 2.293  -0.002
69 H 0.782 4.681 0.855  0.000
70 H -0.632 4.876 1.883  0.000
71 H -0.751 3.935 0.390  0.004
72 C -2.845 1.747 -6.538  -0.001
73 C -1.711 1.772 -5.566  0.025
74 C -1.695 2.647 -4.484  -0.005
75 C -0.697 2.584 -3.523  0.064
76 C -0.606 3.672 -2.486  0.007
77 C 0.308 1.592 -3.615  0.091
78 C 1.157 1.275 -2.477  0.308
79 O 0.665 0.983 -1.325  0.071
80 C 0.403 0.838 -4.806  0.063
81 C 1.559 -0.069 -5.111  0.006
82 C -0.621 0.924 -5.736  -0.018
83 H -3.606 2.480 -6.282  0.000
84 H -3.308 0.759 -6.553  0.003
85 H -2.489 1.952 -7.546  0.002
86 H -2.464 3.402 -4.396  0.002
87 H -1.588 4.013 -2.160  0.001
88 H -0.120 4.537 -2.940  0.007
89 H -0.006 3.372 -1.629  0.012
90 H 2.237 1.177 -2.612  -0.068
91 H 2.231 -0.197 -4.271  -0.004
92 H 2.127 0.360 -5.937  0.001
93 H 1.212 -1.050 -5.433  0.002
94 H -0.572 0.305 -6.621  0.002

Summary:
total charge = +2
spin multiplicity = 2
lowest unoccupied orbital energy (alpha / beta) = -5.42 / -5.51 eV
E_tot = -2970.739342 Ha


[3]
Here is a 3-piece molecular cluster, C39H45F17O5PS overall from OMol25. Energies are from ωB97M-V/def2-TZVPD.

Each line ends with the Löwdin charge.
Geometry (Å):
1 C 2.974 -5.959 1.730  -0.165
2 C 4.501 -5.751 1.108  -0.259
3 C 4.528 -4.774 -0.230  -0.224
4 C 3.758 -3.343 0.115  -0.226
5 C 3.732 -2.291 -1.157  -0.200
6 C 4.075 -0.716 -0.683  -0.234
7 C 2.744 0.125 -1.025  -0.342
8 P 2.670 1.985 -0.698  0.464
9 C 0.987 2.004 -1.657  -0.285
10 C -0.265 1.316 -0.876  -0.110
11 C -1.169 0.535 -2.049  -0.201
12 F -1.273 1.489 -3.190  -0.012
13 F -0.446 -0.717 -2.345  0.006
14 C -2.750 0.296 -1.550  -0.110
15 F -3.323 1.655 -1.461  0.031
16 F -2.602 -0.178 -0.122  0.010
17 C -3.493 -0.755 -2.535  -0.071
18 F -3.225 -2.129 -1.963  0.030
19 F -2.911 -0.828 -3.929  0.039
20 C -5.096 -0.633 -2.736  -0.095
21 F -5.382 -1.335 -4.050  0.018
22 F -5.648 0.727 -2.926  0.053
23 C -6.047 -1.397 -1.647  -0.075
24 F -6.046 -2.902 -1.784  0.039
25 F -7.461 -1.002 -2.012  0.024
26 C -5.850 -0.960 -0.085  -0.088
27 F -4.864 -1.930 0.524  0.031
28 F -5.486 0.459 0.124  0.061
29 C -7.248 -1.200 0.802  -0.062
30 F -7.906 -2.517 0.459  0.029
31 F -8.204 -0.043 0.664  0.025
32 C -6.944 -1.307 2.434  -0.136
33 F -6.769 -2.753 2.764  0.038
34 F -8.233 -0.899 3.104  0.020
35 F -5.844 -0.434 2.898  0.063
36 C 3.478 2.472 -2.406  -0.304
37 O 4.191 1.391 -3.068  -0.297
38 C 5.072 1.859 -4.156  -0.126
39 O 2.401 3.665 -0.366  -0.329
40 C 1.575 3.899 0.830  -0.280
41 O 2.107 3.794 2.080  -0.062
42 C -0.018 4.377 0.814  -0.050
43 C -0.723 5.276 -0.362  -0.002
44 C -2.350 5.569 -0.184  -0.077
45 C -3.252 4.984 1.091  -0.078
46 C -2.522 4.100 2.305  -0.061
47 C -0.916 3.819 2.111  -0.006
48 S 4.567 2.154 0.276  0.658
49 C 4.616 1.395 2.026  -0.206
50 O 5.830 1.875 -0.568  -0.448
51 O 4.751 3.698 0.600  -0.478
52 H 2.839 -5.279 2.703  0.079
53 H 2.157 -5.571 0.951  0.074
54 H 2.770 -7.075 2.069  0.067
55 H 5.146 -5.290 2.000  0.110
56 H 4.934 -6.832 0.892  0.079
57 H 5.660 -4.496 -0.428  0.112
58 H 4.117 -5.288 -1.198  0.107
59 H 4.298 -2.919 1.076  0.110
60 H 2.623 -3.504 0.443  0.104
61 H 2.655 -2.344 -1.633  0.103
62 H 4.544 -2.681 -1.923  0.107
63 H 4.368 -0.837 0.441  0.081
64 H 4.997 -0.435 -1.388  0.117
65 H 1.897 -0.368 -0.335  0.101
66 H 2.398 -0.211 -2.120  0.107
67 H 1.999 1.673 0.570  0.039
68 H 0.706 3.134 -1.874  0.093
69 H 1.230 1.526 -2.709  0.097
70 H -1.028 2.125 -0.441  0.114
71 H 0.002 0.627 0.029  0.117
72 H 2.711 3.068 -3.100  0.122
73 H 4.290 3.296 -2.111  0.105
74 H 5.996 1.121 -4.314  0.099
75 H 5.567 2.919 -3.942  0.105
76 H 4.520 1.884 -5.214  0.093
77 H -0.076 5.650 -1.271  0.105
78 H -2.952 6.188 -0.990  0.079
79 H -4.411 5.157 1.204  0.083
80 H -3.088 3.655 3.228  0.078
81 H -0.386 3.167 2.959  0.106
82 H 5.646 0.820 2.070  0.072
83 H 4.639 2.229 2.870  0.086
84 H 3.744 0.624 2.145  0.056
85 C 2.474 -8.966 -0.463  -0.094
86 C 3.525 -9.565 0.230  -0.099
87 C 3.417 -10.889 0.656  -0.097
88 C 2.260 -11.617 0.379  -0.103
89 C 1.210 -11.020 -0.318  -0.102
90 C 1.314 -9.693 -0.735  -0.092
91 H 2.557 -7.933 -0.791  0.097
92 H 4.430 -9.000 0.440  0.085
93 H 4.234 -11.353 1.201  0.098
94 H 2.177 -12.651 0.706  0.097
95 H 0.309 -11.588 -0.535  0.098
96 H 0.494 -9.226 -1.272  0.101
97 C -4.704 9.963 1.919  -0.105
98 C -3.843 9.028 1.346  -0.095
99 C -3.069 8.201 2.159  -0.098
100 C -3.163 8.303 3.547  -0.088
101 C -4.027 9.236 4.121  -0.103
102 C -4.794 10.069 3.307  -0.108
103 H -5.305 10.610 1.285  0.096
104 H -3.775 8.944 0.264  0.097
105 H -2.393 7.477 1.712  0.073
106 H -2.563 7.655 4.181  0.102
107 H -4.102 9.314 5.203  0.097
108 H -5.463 10.799 3.754  0.095

Summary:
total charge = -1
spin multiplicity = 1
lowest unoccupied orbital energy = 0.74 eV
E_tot = -4325.614379 Ha